The following is a DFT calculation (wB97M-V/def2-TZVPD) of 6 unconnected molecules or ions with the total composition C22H35N9O10S.

The geometry in XYZ format:
```
77
Properties=species:S:1:pos:R:3:forces:R:3
N 3.185 -1.149 -0.264 0.286 -0.294 -0.035
C 3.939 -0.453 -1.011 0.019 0.183 -0.145
N 3.782 -0.482 -2.434 -0.212 -0.085 0.115
N 5.006 0.353 -0.608 -0.138 -0.051 0.202
C 4.968 1.766 -1.003 0.365 -0.003 -0.020
C 3.644 2.499 -0.729 -0.052 0.151 -0.052
C 3.819 3.883 -0.068 0.007 -0.010 -0.168
C 2.922 4.975 -0.667 0.100 -0.014 -0.171
C 1.480 4.579 -0.882 -0.031 -0.001 0.176
C 0.786 5.020 -2.002 -0.131 -0.056 -0.083
C -0.529 4.632 -2.230 0.109 0.039 0.017
C -1.187 3.810 -1.326 0.023 0.119 -0.041
C -0.508 3.389 -0.186 0.164 0.020 -0.030
C 0.816 3.762 0.025 -0.174 0.014 0.023
S -1.343 2.393 1.006 -0.027 -0.023 0.077
C -2.353 1.453 -0.098 0.088 0.021 -0.010
C -2.657 0.130 0.202 -0.080 0.017 -0.178
C -3.470 -0.592 -0.661 -0.001 0.044 0.065
C -3.964 -0.003 -1.819 -0.004 0.023 0.020
C -3.634 1.311 -2.121 -0.006 -0.019 0.052
C -2.840 2.057 -1.258 -0.095 -0.119 0.044
N -2.531 3.409 -1.589 0.128 -0.117 0.093
H 3.419 -1.025 0.719 -0.003 -0.011 0.004
H 3.029 0.147 -2.700 0.126 0.121 -0.035
H 3.429 -1.410 -2.649 -0.071 0.049 -0.029
H 5.219 0.223 0.372 -0.267 0.196 0.091
H 5.235 1.827 -2.061 -0.081 -0.017 0.010
H 5.778 2.258 -0.460 -0.001 -0.081 0.005
H 3.105 2.627 -1.673 -0.017 -0.028 0.026
H 3.003 1.874 -0.105 0.004 -0.045 -0.029
H 4.854 4.205 -0.212 -0.026 0.061 0.124
H 3.661 3.812 1.011 0.044 -0.044 -0.033
H 3.342 5.260 -1.637 -0.074 -0.004 0.017
H 2.969 5.878 -0.050 0.015 -0.065 0.044
H 1.287 5.657 -2.722 -0.013 -0.006 0.001
H -1.063 4.962 -3.113 0.012 -0.034 0.017
H 1.317 3.405 0.918 0.033 -0.019 -0.031
H -2.266 -0.342 1.093 0.035 0.115 -0.053
H -3.705 -1.623 -0.422 -0.050 0.013 -0.028
H -4.594 -0.566 -2.495 0.025 -0.025 0.007
H -3.976 1.779 -3.037 0.018 -0.007 0.007
H -3.204 4.064 -1.208 -0.026 0.045 -0.116
C 7.982 -1.269 -0.560 -0.008 0.096 -0.010
N 9.208 -1.443 0.267 -0.014 -0.004 -0.007
O 9.614 -0.481 0.886 0.000 0.029 0.016
O 9.719 -2.542 0.268 0.011 -0.033 -0.009
H 7.642 -0.247 -0.466 0.011 0.011 0.007
H 8.246 -1.504 -1.587 -0.008 -0.069 0.005
H 7.239 -1.970 -0.192 0.015 -0.046 -0.035
C -3.338 -3.430 3.870 -0.119 0.005 0.222
N -2.749 -2.213 3.257 -0.037 -0.086 -0.082
O -2.772 -1.171 3.867 0.020 0.006 0.020
O -2.277 -2.358 2.141 0.037 -0.055 0.020
H -3.743 -3.184 4.844 0.051 0.107 -0.005
H -4.113 -3.772 3.192 0.020 -0.080 -0.001
H -2.547 -4.169 3.939 -0.012 -0.038 -0.031
C -6.502 4.081 -2.485 0.007 -0.010 0.092
N -5.432 4.943 -3.059 0.036 -0.078 0.002
O -4.621 5.425 -2.296 -0.051 0.123 0.048
O -5.439 5.099 -4.260 -0.022 0.015 -0.033
H -6.363 4.033 -1.412 0.017 0.010 0.000
H -7.453 4.533 -2.748 -0.005 -0.021 -0.045
H -6.407 3.102 -2.944 -0.020 0.008 -0.037
C -1.885 -4.859 0.153 0.076 -0.026 0.008
N -3.045 -5.418 0.901 0.075 0.147 0.002
O -2.850 -5.821 2.032 0.013 -0.156 -0.006
O -4.119 -5.421 0.343 -0.023 0.001 -0.011
H -1.011 -4.921 0.789 -0.013 0.003 0.020
H -1.774 -5.450 -0.751 -0.037 0.020 -0.025
H -2.127 -3.829 -0.087 -0.016 -0.006 -0.016
C -2.976 -8.409 4.221 -0.125 -0.033 -0.041
N -2.471 -7.327 5.109 -0.010 0.018 -0.066
O -3.227 -6.877 5.945 -0.034 0.034 0.013
O -1.333 -6.953 4.923 0.038 0.009 0.004
H -4.000 -8.627 4.499 0.003 0.019 0.035
H -2.912 -8.029 3.206 0.038 -0.018 -0.003
H -2.333 -9.274 4.350 0.068 0.045 -0.002
```
Positions in Å, forces in eV/Å.

Computed properties:
- orbital gap (eV) = 7.79
- SMILES = [H]/N=C(/N)NCCCCc1ccc2c(c1)Sc1ccccc1N2.C[N+](=O)[O-].C[N+](=O)[O-].C[N+](=O)[O-].C[N+](=O)[O-].C[N+](=O)[O-]
- energy relative to the best compared isomer or geometry (same formula, charge and spin) (kJ/mol) = 0.00
- HOMO energy (Eh) = -0.2900
- calculated total energy (Eh) = -2502.2376